(1)
Formula: C30H31As2MnN4O3S2
Source: OMol25
Level of theory: ωB97M-V/def2-TZVPD

Calculated values
**Charge**: +3
**E_LUMO (spin up / spin down)**: -9.49 / -10.89 eV
**Largest force on an atom**: 0.008 Eh/bohr
**ΔE to the lowest compared entry with this formula, charge and spin**: 6.5 kcal/mol
**Orbital gap (spin up / spin down)**: 7.42 / 6.31 eV
**HOMO energy (spin up / spin down)**: -16.916 / -17.198 eV
**Total energy**: -8024.46661 a.u.
**2S+1**: 2

```
73
C30H31As2MnN4O3S2, DFT ωB97M-V/def2-TZVPD
Mn 0.32829 0.29105 0.27925
O 3.32443 0.21340 2.97471
C 2.27985 0.55406 2.53444
N 1.30329 -0.42404 2.01769
C 1.80312 -1.76437 1.86650
C 2.42199 -2.46407 2.86348
C 2.97656 -3.71226 2.54522
C 2.91689 -4.22258 1.24103
C 2.33764 -3.50635 0.22154
C 1.76900 -2.23511 0.51983
N 1.24791 -1.35681 -0.34213
C 1.51544 -1.40181 -1.75352
O 1.52386 -2.38827 -2.42645
C 1.86710 -0.02495 -2.19318
C 2.53177 0.20557 -3.37855
C 3.04260 1.48088 -3.60145
C 2.87205 2.44459 -2.62325
C 2.14242 2.13529 -1.48063
N 1.62560 0.92569 -1.26812
C 1.80659 1.94769 2.34214
C 2.32654 2.95450 3.12675
C 1.83249 4.24168 2.95539
C 0.84219 4.43820 2.00956
C 0.39950 3.36502 1.24929
N 0.87756 2.12246 1.38023
H 2.49708 -2.07252 3.86714
H 3.46427 -4.28590 3.32054
H 3.34792 -5.19194 1.03466
H 2.30079 -3.89327 -0.78573
H 2.67631 -0.60803 -4.07628
H 3.59318 1.70376 -4.50582
H 3.29718 3.43201 -2.73239
H 1.97277 2.87751 -0.71426
H 3.09170 2.72389 3.85418
H 2.20191 5.06315 3.55255
H 0.40531 5.41393 1.84975
H -0.36646 3.53106 0.50609
C -3.13316 -1.23252 0.49050
As -1.48802 -1.31823 -0.52199
C -1.15261 -3.20920 -0.67274
C -1.99295 -0.77864 -2.28911
C -2.43752 -1.66730 -3.26247
C -2.88976 -1.16636 -4.47614
C -2.91873 0.20434 -4.70346
C -2.47681 1.09088 -3.72983
C -2.00227 0.59157 -2.52213
As -1.32242 1.70226 -1.10563
C -0.72446 3.24940 -2.11815
C -2.88043 2.43285 -0.20056
H -3.89797 -1.72610 -0.11376
H -3.43159 -0.20275 0.67143
H -3.01658 -1.76440 1.43436
H -2.12515 -3.67550 -0.84812
H -0.72892 -3.59004 0.25832
H -0.48057 -3.40780 -1.50543
H -2.43705 -2.73717 -3.09794
H -3.22386 -1.84665 -5.24627
H -3.28526 0.58431 -5.64677
H -2.50544 2.15377 -3.93383
H -1.61489 3.82992 -2.37100
H -0.23963 2.90623 -3.03241
H -0.03612 3.88426 -1.56599
H -3.69406 2.48762 -0.92661
H -2.65126 3.43876 0.15470
H -3.18342 1.82576 0.64995
C -2.48932 -2.01668 5.13862
O -1.72816 -1.10379 4.27251
C -1.05312 -1.61530 3.27928
S -0.81807 -3.13718 2.83918
S -0.37397 -0.08468 2.48189
H -2.99899 -1.35798 5.83360
H -1.78247 -2.67510 5.63766
H -3.18167 -2.58165 4.51818
```

***

(2)
Formula: C20H28N4O
Source: OMol25
Level of theory: ωB97M-V/def2-TZVPD

Calculated values
**Charge**: 0
**E_LUMO**: 0.68 eV
**Largest force on an atom**: 0.016 Eh/bohr
**ΔE to the lowest compared entry with this formula, charge and spin**: 19.3 kcal/mol
**Orbital gap**: 8.17 eV
**HOMO energy**: -7.497 eV
**Total energy**: -1073.19777 a.u.

```
53
C20H28N4O, DFT ωB97M-V/def2-TZVPD
C 5.08580 1.91060 4.23733
C 4.89977 0.50303 3.66620
C 4.91936 -0.54071 4.78505
C 3.62544 0.41273 2.86297
C 2.38224 0.61604 3.44617
C 1.21501 0.53370 2.71167
C 1.25483 0.25002 1.34602
N 0.12351 0.10836 0.57375
C -1.17079 0.62796 0.95144
C -1.99293 -0.43329 1.70607
C -2.34203 -1.59108 0.77621
C -3.06843 -1.07174 -0.46762
N -2.23146 -0.10565 -1.14155
C -1.49118 -0.31216 -2.25536
O -0.60032 0.46245 -2.57249
C -1.83404 -1.50918 -3.12229
C -3.17483 -1.34542 -3.85006
C -3.12912 -0.33608 -4.95185
C -4.09604 -0.16062 -5.96119
N -3.76306 0.81512 -6.78054
N -2.60230 1.27825 -6.32824
C -2.17688 0.62013 -5.22993
C -1.93733 1.04490 -0.30905
C 2.50547 0.04767 0.75649
C 3.66125 0.12526 1.50351
H 4.28735 2.15165 4.93486
H 5.07497 2.64733 3.43690
H 6.03546 1.98374 4.76363
H 5.73989 0.29555 2.99344
H 4.78485 -1.53868 4.37323
H 5.86896 -0.50921 5.31560
H 4.12128 -0.35502 5.49967
H 2.31264 0.84292 4.50031
H 0.27103 0.69484 3.20971
H 0.30048 0.09637 -0.42029
H -1.05074 1.51383 1.59322
H -1.41816 -0.80555 2.55400
H -2.90715 0.02876 2.08561
H -2.97213 -2.31576 1.29353
H -1.42054 -2.08949 0.46960
H -3.32411 -1.89680 -1.12814
H -3.99743 -0.57052 -0.16981
H -1.84219 -2.41848 -2.51904
H -1.03730 -1.60429 -3.86204
H -3.95697 -1.05715 -3.14040
H -3.46411 -2.31060 -4.27724
H -5.00523 -0.70868 -6.10983
H -2.14480 2.03912 -6.80397
H -1.26233 0.87224 -4.73448
H -1.34496 1.74578 -0.90049
H -2.88181 1.52100 -0.02666
H 2.55690 -0.16801 -0.30180
H 4.61422 -0.03521 1.01817
```

***

(3)
Formula: C3H7N3S
Source: OMol25
Level of theory: ωB97M-V/def2-TZVPD

Calculated values
**Charge**: 0
**E_LUMO**: 0.44 eV
**Largest force on an atom**: 0.102 Eh/bohr
**ΔE to the lowest compared entry with this formula, charge and spin**: 52.5 kcal/mol
**Orbital gap**: 8.92 eV
**HOMO energy**: -8.475 eV
**Total energy**: -680.89862 a.u.

```
14
C3H7N3S, DFT ωB97M-V/def2-TZVPD
H -0.28218 -2.48040 0.64605
N 0.79391 -2.29878 0.92109
C 1.00270 -1.11617 0.75435
N 0.03995 -0.06729 0.31555
C 0.64122 1.28839 0.50050
C -0.95812 -0.33474 -0.47318
N -1.27343 0.73604 -1.21270
S -1.97244 -1.72592 -0.56281
H 2.17323 -0.81358 0.62301
H -0.15528 1.86706 1.12918
H 0.98667 1.86791 -0.33756
H 1.32335 1.18678 1.32623
H -1.87206 0.56438 -1.93956
H -0.44752 1.32632 -1.69014
```

***

(4)
Formula: C4H6F3N
Source: OMol25
Level of theory: ωB97M-V/def2-TZVPD

Calculated values
**Charge**: 0
**E_LUMO**: 0.83 eV
**Largest force on an atom**: 0.133 Eh/bohr
**ΔE to the lowest compared entry with this formula, charge and spin**: 34.1 kcal/mol
**Orbital gap**: 10.28 eV
**HOMO energy**: -9.448 eV
**Total energy**: -510.28752 a.u.

```
14
C4H6F3N, DFT ωB97M-V/def2-TZVPD
N -0.98213 -0.82699 -1.19280
C -0.25875 0.27280 -0.79585
C 1.13429 0.02549 -0.19634
C 0.56636 -0.00168 1.19338
F 0.27861 -1.25822 1.66764
C -0.66421 0.68316 0.65909
F -0.68737 2.08858 0.75405
F -1.71383 -0.02265 1.23886
H -0.69422 -1.74972 -0.80895
H -1.04033 -0.96342 -2.38527
H -0.54093 1.20215 -1.41203
H 1.74658 0.95006 -0.26044
H 1.81073 -0.87352 -0.42689
H 1.04520 0.47395 1.96555
```

***

(5)
Formula: C2H3IO
Source: OMol25
Level of theory: ωB97M-V/def2-TZVPD

Calculated values
**Charge**: 0
**E_LUMO**: 0.30 eV
**Largest force on an atom**: 0.073 Eh/bohr
**ΔE to the lowest compared entry with this formula, charge and spin**: 40.8 kcal/mol
**Orbital gap**: 9.41 eV
**HOMO energy**: -9.107 eV
**Total energy**: -450.86377 a.u.

```
7
C2H3IO, DFT ωB97M-V/def2-TZVPD
C 0.84896 0.65215 -0.52968
C -0.52326 -0.35356 0.45880
O 1.90805 0.69484 0.01703
I -1.81472 -1.58937 -0.66684
H 0.50623 1.04031 -1.55550
H 0.04225 -0.94659 1.19749
H -0.96751 0.50221 1.07869
```

***

(6)
Formula: C36H29Cl5N4P2ReS
Source: OMol25
Level of theory: ωB97M-V/def2-TZVPD

Calculated values
**Charge**: +2
**E_LUMO (spin up / spin down)**: -8.90 / -8.62 eV
**Largest force on an atom**: 0.079 Eh/bohr
**ΔE to the lowest compared entry with this formula, charge and spin**: 43.3 kcal/mol
**Orbital gap (spin up / spin down)**: 3.99 / 4.27 eV
**HOMO energy (spin up / spin down)**: -12.891 / -12.891 eV
**Total energy**: -5067.77920 a.u.
**2S+1**: 2

```
78
C36H29Cl5N4P2ReS, DFT ωB97M-V/def2-TZVPD
Re 0.43940 1.00900 0.10810
Cl -2.19040 -1.50730 -0.93770
C -2.65140 0.03150 -0.36550
C -1.67110 0.93250 0.01060
C -2.06160 2.21290 0.38730
Cl -0.64360 3.17330 0.65350
C -3.37070 2.63540 0.49900
Cl -3.77410 4.20430 1.04230
C -4.35940 1.69120 0.15060
Cl -6.00130 2.11880 0.28490
C -3.99890 0.41210 -0.30450
Cl -5.19860 -0.69870 -0.79290
C 6.19160 -2.13980 4.65210
S 5.33600 -3.18670 3.45980
C 3.69100 -3.35420 4.24890
C 2.58530 -2.87070 3.31570
C 2.72450 -1.37400 3.03900
N 1.82550 -0.86450 2.01660
P 0.25130 -0.16930 2.23620
C 0.33990 0.47620 3.92140
C 0.83110 1.76180 4.14240
C 1.05950 2.19010 5.43910
C 0.78340 1.34780 6.50610
C 0.27590 0.07710 6.28530
C 0.05990 -0.36870 4.99420
C -0.88390 -1.58450 2.22940
C -0.48920 -2.77480 1.62340
C -1.36350 -3.84330 1.55600
C -2.64340 -3.72670 2.07410
C -3.04650 -2.53530 2.65940
C -2.17650 -1.46270 2.73570
P 2.24020 -0.58580 0.37650
C 2.53810 -2.14180 -0.48720
C 1.55570 -2.58300 -1.37250
C 1.75260 -3.75520 -2.07860
C 2.90570 -4.49980 -1.88080
C 3.87320 -4.06690 -0.98510
C 3.70710 -2.87870 -0.29570
C 3.78750 0.35420 0.42530
C 4.75520 0.19780 -0.56580
C 5.96060 0.86740 -0.45190
C 6.19470 1.71580 0.62000
C 5.19830 1.93740 1.56140
C 3.99440 1.26370 1.46640
H 7.23050 -2.08350 4.34330
H 6.12430 -2.58660 5.63950
H 5.75410 -1.14460 4.65000
H 3.70630 -2.78790 5.17940
H 3.55530 -4.41370 4.47380
H 1.61600 -3.07480 3.77090
H 2.64220 -3.41940 2.37480
H 3.74890 -1.17940 2.70090
H 2.53980 -0.81400 3.96140
H 1.02560 2.42460 3.30530
H 1.45090 3.17840 5.62150
H 0.96190 1.68950 7.51360
H 0.05330 -0.56290 7.12440
H -0.32690 -1.36200 4.81730
H 0.50820 -2.86640 1.21720
H -1.04160 -4.76950 1.10560
H -3.32790 -4.56000 2.01230
H -4.04570 -2.44510 3.05420
H -2.49840 -0.52910 3.17260
H 0.64860 -2.00160 -1.49100
H 1.01320 -4.07870 -2.79110
H 3.05390 -5.41980 -2.42430
H 4.76780 -4.65120 -0.83470
H 4.47340 -2.51920 0.38050
H 4.56000 -0.44760 -1.41010
H 6.72080 0.72120 -1.20130
H 7.15190 2.20360 0.71930
H 5.36930 2.63380 2.36780
H 3.21320 1.42330 2.20330
N 0.78940 1.39780 -1.75130
C 0.81470 1.07190 -2.89590
N 0.88170 0.87030 -4.09420
C 0.78680 -0.05390 -4.98190
N 0.72290 -0.88360 -5.77610
```

***

(7)
Formula: C6H13N
Source: OMol25
Level of theory: ωB97M-V/def2-TZVPD

Calculated values
**Charge**: 0
**E_LUMO**: 1.14 eV
**Largest force on an atom**: 0.047 Eh/bohr
**ΔE to the lowest compared entry with this formula, charge and spin**: 25.7 kcal/mol
**Orbital gap**: 8.66 eV
**HOMO energy**: -7.519 eV
**Total energy**: -291.11783 a.u.

```
20
C6H13N, DFT ωB97M-V/def2-TZVPD
C -2.49566 -1.50001 -1.52342
C -2.56609 -0.37944 -0.48778
C -1.36909 -0.44407 0.42750
C -0.36884 0.47020 0.30707
N 0.87341 0.28920 0.92989
C 1.92019 1.26172 0.77685
C 3.28267 0.65536 0.62201
H -3.38458 -1.49691 -2.16281
H -2.45287 -2.50509 -1.09366
H -1.61375 -1.39477 -2.15414
H -2.48836 0.56598 -1.02158
H -3.44488 -0.54504 0.14444
H -1.08496 -1.31699 1.00205
H -0.56346 1.50267 0.02370
H 1.05431 -0.69579 0.85416
H 1.89105 1.99749 1.58989
H 1.73694 1.98881 -0.03409
H 4.08229 1.37750 0.83570
H 3.49844 -0.12979 1.34854
H 3.49321 0.29897 -0.38433
```

***

(8)
Formula: C13H16N4O15P2STc
Source: OMol25
Level of theory: ωB97M-V/def2-TZVPD

Calculated values
**Charge**: 0
**E_LUMO (spin up / spin down)**: -0.76 / -1.73 eV
**Largest force on an atom**: 0.048 Eh/bohr
**Orbital gap (spin up / spin down)**: 8.43 / 7.46 eV
**HOMO energy (spin up / spin down)**: -9.182 / -9.188 eV
**Total energy**: -3014.71960 a.u.
**2S+1**: 4

```
52
C13H16N4O15P2STc, DFT ωB97M-V/def2-TZVPD
Tc 0.22426 -0.95677 -1.00563
O -2.51317 1.47515 1.88737
C -2.23549 0.78057 0.77734
O -2.57396 -0.36001 0.62664
C -1.56347 1.62433 -0.25990
C -1.96975 2.94346 -0.42836
C -1.34064 3.74560 -1.36879
C -0.28583 3.20490 -2.07878
C 0.05537 1.88372 -1.84688
N -0.57692 1.08411 -0.98531
C 1.28537 1.27705 -2.50146
O 2.00228 1.92474 -3.22289
O 1.44376 0.07214 -2.09672
H -2.90402 0.87371 2.54244
H -2.75443 3.33066 0.20418
H -1.64088 4.77135 -1.51905
H 0.30474 3.75418 -2.79598
O -1.39517 -4.29136 1.35702
P -0.63239 -3.74519 0.06471
O -0.85917 -4.58174 -1.10594
O -0.90705 -2.24395 0.04498
O 0.92610 -3.82311 0.66031
P 1.86725 -2.79852 -0.14778
O 3.29747 -3.43133 -0.03715
O 1.35308 -2.71046 -1.54461
O 1.77154 -1.42566 0.49752
H -1.80127 -5.12831 1.13394
H 3.70484 -3.33886 0.82113
C -2.02583 -1.84186 -4.68415
S -0.72618 -0.86802 -3.90625
O -0.99178 0.54242 -4.08705
O 0.54595 -1.34164 -4.33920
O -1.04370 -1.18128 -2.43426
H -1.94870 -1.78129 -5.76099
H -2.97114 -1.45236 -4.33547
H -1.87453 -2.85602 -4.34117
C 2.21420 3.33173 3.04667
N 1.64860 2.01012 2.91197
C 1.89567 1.03503 3.80228
C 1.29751 -0.17767 3.69940
C 0.37145 -0.35994 2.62468
N 0.20622 0.57729 1.70708
C 0.84576 1.76377 1.76709
O 0.73773 2.64646 0.94001
N -0.44013 -1.42611 2.61087
H 2.57996 3.48132 4.06017
H 1.43997 4.06292 2.81786
H 3.02696 3.47711 2.33465
H 2.57257 1.27270 4.61307
H 1.47485 -0.96744 4.41028
H -0.15752 -2.25058 3.11631
H -0.96037 -1.60706 1.75379
```